# 1
DFT (ωB97M-V/def2-TZVPD) results for 2 unconnected molecules or ions with the total composition C33H75N3O2Si2.

Cartesian coordinates (Å):
N  -1.09601  -2.54279  -0.82649
C  -3.04993  -2.65465  -2.37455
H  -0.73884  3.21298  -4.60195
H  -4.96968  -4.99120  -1.74898
H  8.20841  -2.63725  -1.49102
H  6.56623  -2.62956  -4.15835
H  9.15836  -0.56758  -1.00850
H  4.24382  -2.69186  -4.67623
C  -0.27268  1.32326  -3.67783
Si  -3.56525  5.39424  3.38862
H  2.45205  -1.76517  -0.14210
C  0.60276  3.84438  0.98790
H  -0.89125  -4.43307  0.81953
C  3.46796  -3.58486  -2.84808
H  3.92584  -3.65488  -1.84880
H  0.23123  -0.78378  1.19868
H  1.74322  2.36978  2.12390
H  -3.07344  3.97330  1.33291
H  1.15798  -6.02383  -1.97473
H  -6.14262  4.16401  8.02616
H  -5.87584  2.47088  4.83965
Si  -4.66786  4.34318  5.97560
C  -3.11074  4.22904  7.07167
H  -2.64407  -5.60402  0.16153
H  -1.46398  3.01871  -3.02885
H  -3.85326  7.77669  2.75078
H  2.49323  -1.34742  1.57594
H  0.74285  -3.01927  -2.37618
H  4.79567  -1.38684  -2.29992
H  -0.13780  -4.26873  -3.23354
H  -4.00938  -6.45918  -1.93388
H  8.58438  -0.62446  0.65656
C  -3.60946  3.82892  2.28018
H  -5.88323  5.84744  7.53696
H  -1.63413  -2.55715  0.04580
H  -0.16716  -5.58766  -0.05342
H  -4.91682  -6.17896  -0.43997
H  6.46608  -0.97010  -2.61161
H  -4.17256  2.04503  5.05591
H  -5.29083  1.92451  6.42197
H  7.94446  -2.82996  0.23028
N  -4.57408  5.38228  4.69181
H  -2.42310  -0.98126  -1.19707
C  -3.10119  -4.98154  -0.61680
H  2.14614  -4.77725  -4.07667
H  -0.63864  0.95519  -4.64844
H  -0.15993  -1.45403  -3.08646
H  -1.68990  -1.09453  -3.84712
C  -0.94407  0.49845  -2.56740
C  4.57077  -3.40466  -3.90571
C  -1.94313  -1.73942  -1.83531
H  -3.45879  -2.16977  -3.26626
C  -2.04821  -4.67075  -1.68903
H  -1.57849  6.42332  4.50335
H  0.81050  1.13259  -3.66891
H  1.40623  4.58819  1.08019
C  -1.12761  -0.98795  -2.90773
C  8.28103  -0.77099  -0.38493
H  7.53728  0.00482  -0.61393
C  1.50490  -4.98044  -2.00602
H  -3.29972  3.69058  8.00577
C  -3.95245  6.82974  2.21447
O  0.06554  -1.80177  -0.57360
N  -0.24941  -4.58106  0.04750
H  -2.29303  3.71758  6.55238
C  -0.75067  -4.00948  -1.18802
H  -0.00849  2.02257  2.01346
H  -2.76466  5.23555  7.32279
C  0.60490  3.24238  -0.42199
H  1.93155  -4.75771  -1.01862
H  -1.31518  4.68581  4.28258
H  3.23261  -5.72089  -3.06773
H  1.54833  3.25804  -2.99409
C  2.59103  -4.83021  -3.07204
H  -1.93849  0.92492  -2.35161
C  0.73919  2.82013  2.11102
C  -4.31935  -5.69142  -1.21579
C  0.52170  -1.76490  0.82206
H  -0.75118  4.57749  -1.45745
H  2.25704  -3.04247  1.07424
C  0.29926  4.26010  -1.52459
H  -1.72062  -5.62391  -2.13232
H  -4.98471  6.75103  1.86321
C  0.56932  3.76255  -2.96897
H  -4.64704  3.57278  2.04877
H  -0.36310  0.57836  -1.65055
H  0.89445  5.15917  -1.32012
H  -1.11679  5.79287  2.91277
H  -0.34558  4.38450  1.11945
H  -3.29594  6.86395  1.33849
O  -2.58343  -3.92401  -2.77367
H  -7.01463  4.83594  6.63681
C  6.19868  -2.20088  -0.86522
H  -3.42829  -4.06057  -0.10831
C  -6.05746  4.83408  7.16543
C  -1.71421  5.59005  3.81016
H  4.71585  -4.36284  -4.42552
H  -0.15154  2.44987  -0.41428
C  -0.53090  2.85331  -3.58648
H  6.42268  -3.80757  -2.86767
H  -3.15767  2.97358  2.79623
H  5.70835  -1.52322  -0.15027
H  5.80603  -3.20939  -0.65840
H  0.58418  3.30191  3.08311
H  1.57082  2.76047  -0.65069
H  -0.01730  -2.53049  1.38481
H  -3.87014  -2.75143  -1.64909
C  5.92009  -2.94246  -3.32914
C  0.33707  -4.02167  -2.27407
C  5.81360  -1.79829  -2.29380
H  0.67189  4.63885  -3.61982
C  -5.03539  2.51829  5.53838
C  7.71330  -2.17954  -0.62099
H  2.82174  -2.69316  -2.82066
C  2.02073  -2.00148  0.83862

Force components x, y, z for each atom (eV/Å):
N 0.2 0.1 0.0
C -0.2 0.1 0.0
H 0.1 -0.1 0.2
H 0.1 -0.1 0.0
H -0.1 0.0 0.2
H -0.1 -0.1 0.1
H -0.1 -0.1 0.1
H 0.0 -0.1 0.2
C 0.0 0.0 0.0
Si 0.1 0.1 0.0
H -0.1 0.0 0.2
C -0.1 0.2 -0.1
H -0.1 -0.2 0.0
C -0.2 -0.1 0.2
H -0.1 -0.1 -0.2
H 0.1 0.0 0.0
H -0.2 0.0 -0.1
H 0.0 0.0 0.0
H 0.0 0.2 0.0
H 0.0 0.0 0.0
H 0.0 0.0 0.0
Si -0.1 -0.1 0.2
C 0.0 0.0 0.0
H -0.1 0.0 -0.2
H 0.1 0.0 -0.1
H 0.0 0.0 0.0
H -0.1 -0.1 -0.1
H 0.1 -0.1 0.1
H 0.1 -0.1 0.0
H 0.1 0.1 0.2
H 0.0 0.1 0.1
H -0.1 0.0 -0.1
C 0.1 0.0 0.0
H 0.0 0.0 0.0
H -0.1 -0.1 -0.1
H 0.2 0.1 -0.1
H 0.1 0.1 -0.1
H -0.2 -0.1 0.1
H 0.0 0.0 0.0
H 0.0 0.0 0.0
H 0.0 0.1 -0.1
N 0.1 -0.2 0.0
H 0.1 -0.2 -0.1
C 0.0 0.1 0.1
H 0.0 -0.1 0.2
H 0.0 0.1 0.2
H 0.0 0.0 0.0
H 0.2 0.1 0.2
C -0.2 0.1 -0.1
C 0.0 0.0 -0.1
C -0.1 0.1 0.2
H 0.0 -0.1 0.2
C -0.2 -0.2 -0.1
H 0.0 0.0 0.0
H -0.2 0.0 0.0
H -0.2 -0.1 -0.1
C 0.0 -0.1 -0.1
C 0.0 0.2 0.0
H 0.2 -0.2 0.0
C -0.1 0.0 0.1
H 0.0 0.0 0.0
C 0.0 -0.1 0.0
O 0.1 0.0 -0.1
N -0.2 0.2 0.2
H 0.0 0.0 0.0
C 0.0 0.2 0.1
H 0.1 0.1 0.0
H 0.0 0.0 0.0
C 0.0 -0.1 0.1
H 0.0 -0.1 -0.2
H 0.0 0.0 0.0
H -0.1 0.2 0.0
H -0.2 0.0 0.0
C 0.3 0.2 -0.1
H 0.2 -0.1 -0.1
C 0.2 0.0 0.1
C 0.0 0.0 0.0
C -0.3 0.0 0.0
H 0.2 0.0 0.1
H 0.0 0.1 -0.1
C -0.1 -0.1 -0.2
H -0.1 0.2 0.1
H 0.0 0.0 0.0
C 0.0 0.0 0.2
H 0.0 0.0 0.0
H 0.0 0.0 0.1
H 0.0 -0.1 -0.2
H 0.0 0.0 0.0
H 0.2 -0.1 0.0
H 0.0 0.0 0.0
O 0.2 0.1 0.0
H 0.0 0.0 0.0
C -0.2 -0.1 0.1
H 0.1 -0.2 0.0
C 0.0 0.0 0.0
C 0.0 0.0 -0.2
H 0.0 0.2 0.1
H 0.0 -0.1 -0.2
C -0.1 0.0 0.1
H -0.1 0.2 0.0
H 0.0 0.0 0.0
H 0.1 -0.1 -0.1
H 0.1 0.2 0.0
H 0.0 -0.1 -0.2
H -0.1 0.1 0.2
H 0.1 0.1 0.0
H 0.2 0.0 -0.1
C 0.1 -0.1 0.0
C -0.1 -0.2 -0.3
C 0.1 0.3 -0.2
H 0.0 -0.1 0.2
C 0.0 0.0 -0.1
C 0.0 -0.3 -0.1
H 0.2 -0.1 0.0
C 0.1 0.0 0.0

Results
Spin multiplicity: 1
E_tot, eV: -59756.281
LUMO energy, eV: -1.07


# 2
DFT (ωB97M-V/def2-TZVPD) results for a molecular structure, C13H16IN3SSr.

Cartesian coordinates (Å):
H  -0.55418  -3.37472  -0.31789
C  -2.77227  1.94994  1.01934
C  0.40777  -3.07190  -0.72847
H  -0.66637  0.33383  3.12958
H  3.26728  -2.89064  1.18237
H  -2.66326  1.60589  -3.36029
H  5.01936  -1.55240  -0.32221
N  -1.22260  0.41391  0.40447
H  1.33964  -0.49784  -3.96171
H  4.30007  -3.07435  -1.29497
H  0.36062  -2.97367  -1.81407
N  -2.68366  1.88911  -0.36776
Sr  1.03074  -0.67405  0.10507
C  -3.21979  2.69548  3.25673
H  3.71889  -1.34278  -1.64382
H  -3.76301  3.30003  4.02316
C  -1.50844  0.97305  2.80852
C  0.45791  -0.02490  -3.52055
C  -1.80240  1.04893  1.48718
H  -1.99632  1.75285  4.73908
C  4.33248  -1.99797  -1.04527
C  -3.50325  2.76127  1.90285
H  5.00311  -2.99565  0.42402
C  -1.62417  1.08811  -0.69808
I  2.30911  1.97524  0.85563
H  -3.12242  2.48598  -1.04623
H  4.28867  -1.43159  1.30806
C  4.13252  -2.37646  0.77919
C  -1.69327  1.12595  -3.25643
N  0.14985  0.18803  -2.22989
C  -2.25198  1.77167  3.68308
C  -1.16898  0.70835  -2.04745
H  1.23237  -3.71552  -0.41760
S  -0.80874  0.54799  -4.62630
H  -4.32526  3.37886  1.59069

Force components x, y, z for each atom (eV/Å):
H 0.0 -0.4 -0.1
C -0.1 0.4 0.5
C 0.3 0.9 0.4
H -0.7 0.4 0.1
H -0.1 -0.4 -0.3
H 0.3 -0.1 -0.2
H 1.6 0.7 -3.1
N 0.7 1.6 -1.5
H -0.2 0.2 0.7
H 0.8 1.1 -0.6
H 0.0 -0.3 -0.2
N 0.7 0.4 -0.7
Sr 0.4 -0.8 -0.1
C -0.1 -0.6 0.2
H -0.4 0.2 0.2
H 0.5 -0.5 -1.0
C 0.3 -0.3 1.9
C -2.3 1.1 1.5
C -0.9 0.3 -2.1
H -0.1 -0.1 -0.1
C -1.4 -0.9 3.4
C -0.3 -0.1 -0.2
H -0.9 0.1 2.7
C -0.9 -2.5 2.2
I 0.3 0.4 0.2
H -0.2 0.2 0.2
H 0.5 -0.4 0.1
C -0.4 -0.2 -2.4
C -0.7 -1.0 0.6
N -0.5 -0.9 -1.8
C 0.9 0.0 0.4
C 2.1 1.5 -2.1
H -0.2 -0.4 -0.2
S 0.7 0.2 1.7
H 0.0 0.3 -0.4

Results
Spin multiplicity: 1
E_tot, eV: -37980.112
Energy relative to the best compared isomer or geometry (same formula, charge and spin), kJ/mol: 0.0
LUMO energy, eV: -0.69


# 3
DFT (ωB97M-V/def2-TZVPD) results for a molecular structure, C22H28N3O2Os.

Cartesian coordinates (Å):
C  -1.07448  1.90560  -1.72901
H  -2.74299  -2.14752  2.89709
C  3.47055  0.52647  0.33662
H  2.56345  -3.12930  -0.08452
H  0.99753  1.38784  -1.79693
C  -4.28948  0.85544  3.34732
C  0.11698  1.26420  -2.42636
H  0.33658  1.80700  -3.34635
C  -1.81142  -1.53483  -1.86022
H  5.52459  -0.11370  0.25493
C  -0.03324  -0.21497  -2.77709
H  3.76607  -1.59610  0.24261
C  -3.92128  -0.47426  3.56361
H  6.43569  2.18136  0.33483
H  -2.92121  2.47924  -0.06641
C  1.64360  -2.73829  0.35445
C  3.11976  2.92137  0.44984
N  -1.30119  1.28111  -0.40771
H  4.88779  4.10285  0.47430
C  5.36782  2.01527  0.35233
H  1.39402  -2.16110  -2.12736
C  0.44416  -3.17676  -0.46510
H  -4.36106  -1.02152  4.38784
C  4.86010  0.74090  0.30522
C  0.37445  -0.38117  2.37691
C  -2.42758  -0.42307  1.67715
H  0.91141  -0.54868  -3.20490
H  -0.79057  -0.35109  -3.55283
H  0.47886  -4.25763  -0.59691
H  2.44019  3.76044  0.51274
C  -2.79900  0.91692  1.44859
H  -2.12166  -2.24005  -1.09933
O  -1.58450  -1.07547  0.87452
H  -0.05529  -3.03595  -2.57915
H  -1.97672  1.72741  -2.32097
H  -1.91361  -1.98695  -2.84995
N  -0.39089  -1.15568  -1.65810
H  -5.00660  1.33797  3.99620
H  -2.45901  -0.66554  -1.79501
H  -0.47635  -2.97339  0.08277
H  0.06418  -1.38967  2.64802
H  -0.27286  0.31905  2.90876
Os  0.11975  -0.09691  0.33306
H  1.58059  -3.09301  1.38399
C  -3.01585  -1.11244  2.74044
C  0.39052  -2.42553  -1.79048
H  1.41284  -0.20847  2.66094
H  -4.03889  2.55603  2.07495
C  2.99950  -0.82757  0.30968
H  -0.95868  2.98330  -1.61579
N  1.78220  -1.25218  0.35285
C  -3.74263  1.53436  2.28367
C  2.59096  1.62937  0.39954
O  1.26058  1.49531  0.38679
C  -2.32319  1.63428  0.28227
C  4.48694  3.09794  0.42887

Force components x, y, z for each atom (eV/Å):
C -0.2 -0.4 0.1
H 0.0 0.0 0.0
C -0.2 0.3 0.1
H -0.1 -0.2 0.0
H 0.0 0.1 -0.1
C 0.0 0.0 0.0
C 0.1 0.0 0.3
H -0.1 -0.1 -0.1
C -0.2 0.1 0.3
H 0.0 0.0 0.0
C 0.1 0.0 -0.2
H 0.1 0.1 0.0
C -0.1 0.0 0.0
H 0.0 0.0 0.0
H -0.1 0.0 0.0
C 0.2 0.4 -0.2
C 0.0 -0.2 0.0
N -0.6 0.3 0.7
H 0.0 0.0 0.0
C 0.0 0.1 0.0
H 0.0 -0.1 0.1
C -0.2 0.2 0.1
H 0.0 0.0 0.0
C -0.2 0.0 0.0
C -0.2 0.1 0.4
C 0.0 -0.2 -0.3
H 0.0 0.0 0.0
H 0.1 0.1 0.0
H 0.1 0.0 -0.2
H 0.0 0.0 0.0
C 0.0 0.3 0.0
H 0.0 0.0 0.1
O 0.1 -0.3 0.2
H 0.0 0.1 0.0
H 0.0 0.1 -0.1
H 0.0 0.0 0.0
N -0.2 -0.1 0.0
H 0.0 0.0 0.0
H 0.0 0.1 0.1
H 0.0 0.0 0.1
H 0.1 0.0 0.0
H 0.1 0.0 0.0
Os 0.3 1.3 -1.7
H -0.1 0.1 0.0
C -0.1 0.1 0.0
C 0.2 0.0 0.0
H 0.0 0.0 -0.1
H 0.0 0.0 0.0
C -0.2 -0.3 0.1
H 0.2 0.0 0.0
N 0.7 -1.0 0.4
C 0.0 0.0 0.0
C 0.3 -0.2 0.3
O -0.1 -0.6 -0.2
C 0.0 -0.2 -0.2
C 0.1 0.1 0.0

Results
Charge: +1
Spin multiplicity: 1
E_tot, eV: -34294.549
Energy relative to the best compared isomer or geometry (same formula, charge and spin), kJ/mol: 25.0
LUMO energy (spin up / spin down), eV: -3.98 / -3.89